Below is C45H47N5O3P2SZn as an isolated structure, with properties calculated with ωB97M-V/def2-TZVPD.

Results
charge	+2
energy above the lowest of the compared OMol25 structures with the same formula, charge and spin	0.0	kJ/mol
2S+1	1
highest occupied orbital energy	-13.244	eV
energy	-5102.42503	a.u.
frontier orbital gap	8.21	eV

The geometry in XYZ format:
```
104
Properties=species:S:1:pos:R:3:forces:R:3:lowdin_charge:R:1
Zn 2.006540 -0.084725 -0.157227 0.592 0.171 0.214 0.713
N 0.583295 -3.343521 -2.647239 0.030 0.060 -0.064 0.153
C 1.260130 -2.266832 -2.290391 0.265 -0.018 0.079 -0.134
N 1.655812 -1.998564 -1.070158 -0.495 0.327 -0.267 0.091
C 1.232463 -2.841273 -0.040194 0.074 0.038 0.321 -0.282
N 1.596782 -2.631420 1.187692 -0.054 -0.152 0.030 0.107
N 2.450906 -1.544802 1.240637 -0.121 0.006 -0.117 -0.057
C 3.590797 -1.672762 1.780050 -0.170 -0.107 0.018 -0.017
C 4.621762 -0.709561 1.360770 0.118 -0.020 0.000 -0.243
C 5.819374 -0.549173 2.035172 -0.010 0.031 -0.026 0.009
C 6.807077 0.233270 1.449510 -0.051 -0.016 -0.028 -0.021
C 6.558880 0.799691 0.211842 -0.014 -0.014 0.014 -0.021
C 5.320264 0.592673 -0.383898 0.051 0.126 0.015 -0.117
N 4.366725 -0.139902 0.170695 0.026 -0.001 0.082 0.073
C 0.380573 -3.982992 -0.360875 -0.091 -0.033 -0.068 -0.096
C -0.110464 -4.853985 0.617983 0.033 0.028 -0.043 -0.008
C -0.901810 -5.921194 0.253547 -0.016 -0.011 -0.003 -0.047
C -1.214004 -6.138579 -1.091245 -0.052 -0.011 0.045 -0.042
C -0.736260 -5.295813 -2.070829 0.040 0.063 -0.011 0.006
C 0.065776 -4.221394 -1.698152 -0.054 -0.058 0.221 -0.169
H 0.346239 -3.468981 -3.619101 -0.046 0.018 -0.001 0.174
H 1.554541 -1.600770 -3.090466 -0.072 0.067 0.005 0.141
H 3.852210 -2.551991 2.364543 -0.023 -0.014 -0.010 0.148
H 5.976946 -1.034442 2.988839 0.005 -0.011 0.000 0.126
H 7.758220 0.377489 1.943277 0.001 0.004 0.005 0.123
H 7.308895 1.387764 -0.297874 0.005 0.003 0.005 0.121
H 5.090172 1.030364 -1.346637 0.000 -0.027 -0.006 0.113
H 0.164875 -4.687212 1.650795 -0.011 0.019 -0.007 0.116
H -1.271250 -6.603532 1.006820 -0.002 0.008 -0.004 0.117
H -1.832889 -6.980342 -1.370185 -0.007 -0.004 0.002 0.121
H -0.975725 -5.462854 -3.113432 0.003 -0.001 -0.006 0.126
O 0.208918 0.675759 0.379949 -0.315 -0.521 0.134 -0.412
P -0.884267 0.281443 1.372584 0.206 0.367 -0.171 0.795
C -1.899218 -1.105218 0.819207 0.105 -0.008 -0.042 -0.286
P -2.340285 -1.057482 -0.959630 -0.104 -0.113 0.083 0.722
O -1.143603 -1.077931 -1.841241 0.215 -0.016 -0.109 -0.325
C -3.340937 0.410520 -1.213916 0.033 -0.002 0.058 -0.288
C -4.505367 0.644315 -0.485535 -0.022 -0.002 0.014 -0.069
C -5.239415 1.795711 -0.711333 -0.015 -0.005 -0.003 -0.061
C -4.822786 2.706216 -1.676154 -0.001 -0.003 -0.008 -0.064
C -3.671463 2.469387 -2.412310 -0.025 0.011 -0.005 -0.066
C -2.925632 1.323200 -2.177194 0.001 -0.026 -0.022 -0.080
C -3.417998 -2.480763 -1.189595 0.060 0.064 -0.032 -0.279
C -3.770356 -2.763492 -2.511246 0.006 -0.019 -0.038 -0.073
C -4.595269 -3.837219 -2.797958 -0.024 0.002 0.026 -0.061
C -5.082294 -4.632362 -1.765792 0.006 0.024 -0.027 -0.060
C -4.737673 -4.354576 -0.452460 0.003 -0.042 0.016 -0.066
C -3.903985 -3.282448 -0.163344 0.020 -0.038 0.053 -0.081
C -0.198916 -0.112958 2.979302 -0.004 -0.062 -0.068 -0.298
C 0.526541 0.909754 3.594857 0.046 0.015 0.007 -0.070
C 1.129670 0.691288 4.820315 -0.012 -0.010 0.003 -0.056
C 1.000919 -0.545815 5.442584 -0.010 0.005 0.001 -0.053
C 0.270042 -1.559231 4.840919 0.023 -0.010 0.042 -0.057
C -0.328391 -1.346126 3.607827 -0.007 -0.033 -0.051 -0.081
C -1.998881 1.658215 1.634201 0.016 -0.014 0.001 -0.290
C -2.912612 1.599848 2.685910 0.034 -0.016 0.043 -0.071
C -3.798787 2.643223 2.889375 -0.024 0.004 0.000 -0.054
C -3.772556 3.747007 2.046249 -0.006 0.006 0.015 -0.054
C -2.865073 3.806597 0.998967 0.019 0.003 -0.004 -0.061
C -1.977224 2.761924 0.790358 -0.025 0.000 0.009 -0.078
H -2.803047 -1.128761 1.434264 0.024 0.046 0.020 0.080
H -1.346221 -2.033750 0.984796 0.011 -0.061 -0.057 0.056
H -4.850057 -0.074923 0.250172 0.000 0.000 0.000 0.116
H -6.143928 1.979344 -0.147050 -0.001 0.002 0.001 0.116
H -5.407772 3.597718 -1.860676 -0.003 0.003 -0.001 0.115
H -3.362689 3.170781 -3.176647 0.000 0.003 0.001 0.111
H -2.028698 1.112091 -2.744114 0.051 0.001 -0.024 0.096
H -3.397983 -2.137142 -3.314352 0.000 -0.003 0.008 0.114
H -4.872557 -4.047595 -3.822313 0.002 -0.003 0.000 0.113
H -5.739375 -5.462711 -1.988385 0.008 -0.004 0.003 0.114
H -5.119167 -4.970880 0.351189 0.002 0.005 -0.009 0.113
H -3.639055 -3.090660 0.869001 -0.016 -0.003 -0.008 0.097
H 0.608985 1.879747 3.116793 0.003 0.009 -0.017 0.114
H 1.686791 1.485335 5.299087 0.000 -0.002 0.002 0.114
H 1.462911 -0.713638 6.406432 -0.001 -0.005 0.001 0.115
H 0.163007 -2.516690 5.332573 0.004 0.000 0.001 0.114
H -0.886092 -2.150783 3.146637 -0.003 0.004 -0.014 0.098
H -2.919076 0.751799 3.362749 0.000 -0.001 -0.003 0.116
H -4.503155 2.601979 3.709185 0.001 0.000 0.002 0.116
H -4.462663 4.564164 2.209520 0.000 0.004 0.000 0.117
H -2.852066 4.666128 0.341717 -0.003 -0.002 -0.003 0.115
H -1.274595 2.790534 -0.029265 0.028 0.009 -0.034 0.074
C 4.999115 4.221020 -0.804224 0.015 0.010 -0.005 -0.090
C 3.689667 4.994223 -0.839112 -0.042 0.007 0.006 -0.265
C 2.664898 4.520109 0.187394 0.022 -0.077 0.000 -0.323
S 1.666460 3.047192 -0.138137 -0.073 0.436 -0.132 1.004
O 2.654923 1.879540 -0.245140 -0.140 -0.282 -0.219 -0.569
C 1.121808 3.408815 -1.844666 0.076 0.005 0.055 -0.301
C 2.025917 2.811694 -2.924586 0.021 0.053 0.044 -0.266
C 1.619947 1.409659 -3.349153 -0.070 -0.118 -0.046 -0.087
H 5.700750 4.620983 -1.535361 0.003 -0.008 0.000 0.088
H 4.832156 3.168279 -1.019545 0.013 -0.025 -0.018 0.030
H 5.466315 4.289330 0.179785 -0.006 -0.002 0.004 0.088
H 3.262559 4.969674 -1.843159 -0.005 0.038 0.005 0.094
H 3.879300 6.049108 -0.631113 0.018 -0.009 0.034 0.121
H 1.903518 5.282599 0.376977 -0.048 -0.036 -0.035 0.100
H 3.133367 4.303540 1.151008 0.010 -0.001 0.001 0.101
H 1.083412 4.496409 -1.911517 -0.063 0.008 0.043 0.097
H 0.100479 3.034353 -1.928132 -0.007 -0.075 0.032 0.078
H 3.062733 2.823874 -2.586413 -0.009 -0.043 -0.018 0.090
H 1.977501 3.466863 -3.796522 0.005 0.014 0.014 0.125
H 1.592148 0.705094 -2.513755 0.077 0.036 0.086 0.029
H 2.304438 1.022081 -4.104669 -0.003 -0.015 0.026 0.089
H 0.615133 1.400048 -3.770436 -0.056 0.043 -0.063 0.085
```
Forces are in eV/Å.